The following is a DFT calculation (wB97M-V/def2-TZVPD) of a structure of composition C34H42GeIrN6O.

Geometry as XYZ:
```
85
C34H42GeIrN6O, DFT wB97M-V/def2-TZVPD
Ir 0.016 -0.449 0.479
C 1.695 1.319 -1.068
C 0.498 2.269 -1.128
C -0.122 2.526 0.217
C -0.491 3.816 0.580
C -1.058 4.066 1.816
C -1.241 3.007 2.690
C -0.846 1.755 2.282
N -0.302 1.505 1.079
N 1.407 -0.085 -0.862
C 1.130 -0.865 -2.059
C 0.782 -2.254 -1.607
C 0.984 -3.405 -2.348
C 0.633 -4.630 -1.806
C 0.087 -4.678 -0.529
C -0.094 -3.496 0.154
N 0.243 -2.313 -0.376
C 4.315 -0.483 0.217
C 2.665 -1.431 1.744
C 3.269 -2.179 2.886
C 2.627 -2.390 4.060
C 1.309 -1.900 4.211
C 0.706 -1.238 3.140
N 1.275 -0.991 1.983
H 2.258 1.405 -2.002
H 2.366 1.644 -0.265
H 0.834 3.228 -1.524
H -0.266 1.885 -1.808
H -0.317 4.621 -0.120
H -1.341 5.072 2.097
H -1.668 3.145 3.672
H -0.954 0.909 2.947
H 0.306 -0.483 -2.678
H 2.033 -0.880 -2.677
H 1.426 -3.335 -3.333
H 0.791 -5.541 -2.367
H -0.191 -5.615 -0.068
H -0.510 -3.475 1.154
H 4.163 -1.340 -0.433
H 5.040 0.237 -0.145
H 4.286 -2.516 2.732
H 3.108 -2.916 4.873
H 0.754 -2.037 5.127
H -0.321 -0.905 3.262
C 4.887 0.574 4.131
Ge 3.996 1.230 2.523
C 5.152 2.438 1.524
C 2.339 2.143 3.027
C 3.618 -0.303 1.334
H 5.259 1.415 4.716
H 5.736 -0.058 3.868
H 4.205 0.002 4.760
H 5.434 3.284 2.151
H 4.653 2.826 0.636
H 6.068 1.934 1.215
H 2.564 2.969 3.701
H 1.657 1.467 3.545
H 1.837 2.550 2.146
H 2.597 -2.112 0.883
C -5.867 -0.315 -2.408
N -4.669 -0.656 -1.656
N -3.451 -0.066 -1.915
C -2.581 -0.407 -0.930
O -1.364 -0.022 -1.009
C -3.294 -1.191 -0.003
C -4.585 -1.303 -0.486
C -5.770 -1.976 0.108
C -3.120 0.557 -3.160
C -3.056 1.940 -3.224
C -2.714 2.543 -4.426
C -2.450 1.762 -5.543
C -2.519 0.377 -5.466
C -2.850 -0.235 -4.267
H -5.573 0.100 -3.368
H -6.470 0.414 -1.868
H -6.446 -1.219 -2.582
H -2.916 -1.638 0.901
H -5.486 -2.498 1.017
H -6.200 -2.699 -0.586
H -6.545 -1.249 0.356
H -3.276 2.529 -2.343
H -2.666 3.621 -4.494
H -2.195 2.236 -6.481
H -2.317 -0.226 -6.341
H -2.907 -1.314 -4.187
```

ΔE to the lowest compared entry with this formula, charge and spin   0.0 kJ/mol
Molar mass   815.58 g/mol
Expectation value of S²   0.783
Frontier orbital gap (spin up / spin down)   7.49 / 6.49 eV
E_tot   -106268.846 eV
LUMO level (spin up / spin down)   -5.39 / -6.41 eV
Charge   +2
2S+1   2


The following is a DFT calculation (wB97M-V/def2-TZVPD) of an isolated molecule of C11H19NS at a distorted geometry.

Geometry as XYZ:
```
32
C11H19NS, DFT wB97M-V/def2-TZVPD
C 1.602 -0.228 -0.877
C 0.995 0.494 -2.024
C 0.266 -1.385 0.803
C 0.633 2.156 -0.238
C 0.568 1.715 -1.790
C 0.288 0.989 0.743
C -0.132 2.676 -2.645
C -0.322 2.474 2.699
C -1.525 -4.190 0.349
C -0.610 1.209 1.926
C -0.200 -3.895 -0.370
N 0.737 -0.206 0.384
S 1.093 -2.952 0.649
H 1.943 -1.287 -1.115
H 2.449 0.386 -0.652
H 1.047 -0.038 -2.972
H -0.215 -1.327 1.754
H 1.564 2.808 -0.016
H -0.226 2.756 -0.188
H -0.954 3.014 -1.930
H -0.538 2.147 -3.556
H 0.327 3.641 -2.809
H -0.543 3.436 2.052
H 0.692 2.457 2.921
H -1.037 2.551 3.442
H -1.970 -3.438 0.961
H -2.244 -4.471 -0.483
H -1.536 -5.023 1.031
H -1.596 1.280 1.348
H -0.526 0.322 2.541
H -0.368 -3.242 -1.312
H 0.339 -4.829 -0.628
```

ΔE to the lowest compared entry with this formula, charge and spin   241.6 kJ/mol
Molar mass   197.35 g/mol
Frontier orbital gap   7.05 eV
E_tot   -24036.412 eV
LUMO level   0.74 eV
2S+1   1


The following is a DFT calculation (wB97M-V/def2-TZVPD) of an isolated molecule of C5H7ClN8S at a distorted geometry.

Geometry as XYZ:
```
22
C5H7ClN8S, DFT wB97M-V/def2-TZVPD
C 0.888 -0.178 0.984
C -0.652 1.158 -1.741
C -0.500 2.656 -1.866
C 0.424 -2.441 3.541
C 0.918 0.558 -1.489
N 0.202 -1.184 0.366
N 1.094 -0.480 2.260
N -0.107 -2.002 1.272
N -1.572 0.739 -0.733
N -1.092 0.434 -2.876
N -2.326 -0.077 -1.195
N -1.943 -0.372 -2.580
N 0.455 -1.612 2.370
S 1.490 1.133 0.115
Cl 2.137 0.998 -2.678
H -1.367 3.182 -1.294
H -0.643 2.919 -2.849
H 0.521 3.004 -1.671
H 0.257 -3.462 3.210
H 1.374 -2.221 3.912
H -0.428 -2.172 4.338
H 0.870 -0.581 -1.397
```

ΔE to the lowest compared entry with this formula, charge and spin   0.0 kJ/mol
Molar mass   246.69 g/mol
Expectation value of S²   2.014
Frontier orbital gap (spin up / spin down)   7.91 / 5.63 eV
E_tot   -40569.042 eV
LUMO level (spin up / spin down)   0.73 / -3.45 eV
2S+1   3